ORCA calculation (wB97M-V/def2-TZVPD) on 2 unconnected molecules or ions with the total composition C3H6N2O in a non-equilibrium geometry.

Geometry (Å):
C  0.5858  -0.4631  -0.6273
C  0.7589  0.4459  -1.6586
C  0.0132  0.8352  1.2655
H  -1.1100  -1.8324  0.7912
H  -2.2358  -0.4277  0.0554
H  1.3698  -1.6460  -0.1875
H  1.7719  0.1533  -2.1237
H  0.1780  1.5254  -2.0494
H  1.0694  1.1702  1.3879
N  -1.3747  -0.8011  0.6303
N  -0.3127  -0.0208  0.2531
O  -0.7139  1.0611  2.2631

Its frontier orbital gap is 9.9 eV. The LUMO energy comes out at 0.46 eV.

---

ORCA calculation (wB97M-V/def2-TZVPD) on 3 unconnected molecules or ions with the total composition C4H14NO2 in a non-equilibrium geometry.

Geometry (Å):
C  1.8768  -0.1622  0.1586
C  0.7236  0.5365  0.9796
C  -0.6747  0.0644  0.8403
C  -1.3268  -0.4540  1.8195
N  -1.3267  0.1654  -0.5384
H  2.8127  0.3374  0.3376
H  2.0066  -1.2062  0.5226
H  1.6039  -0.1939  -0.8712
H  1.0047  0.4314  2.0134
H  0.6225  1.6615  0.8388
H  -1.2569  -0.0094  2.7587
H  -2.0528  -1.2111  1.7621
H  -2.3047  -0.0754  -0.4157
H  -0.9055  -0.6148  -1.0935
H  -1.0335  1.1404  -0.9052
H  -0.4715  3.3641  -1.6137
H  0.5822  2.2581  -1.5502
O  -0.1851  2.6338  -1.0861
H  0.3950  -2.8227  -2.0937
H  -0.0360  -3.3534  -0.6005
O  -0.0537  -2.4901  -1.2631

As for the total charge: +1. Its frontier orbital gap is 10.3 eV. The LUMO energy comes out at -3.10 eV.

---

> frontier orbital gap of number 2 (C4H14NO2)?

10.3 eV

---

> The highest frontier orbital gap belongs to which entry?

C4H14NO2